DFT (ωB97M-V/def2-TZVPD) results for a 2-piece molecular cluster, C5H15N2 overall in a non-equilibrium geometry.

Each line ends with the natural charge from an NBO analysis.
Geometry (Å):
C 2.56 0.51 -1.29  -0.416
N 1.65 0.32 -0.15  -0.510
C 2.05 0.26 1.09  0.397
N 1.31 0.16 2.15  -0.713
H 2.40 1.44 -1.86  0.240
H 2.37 -0.34 -1.96  0.232
H 3.59 0.49 -0.92  0.225
H 0.65 0.19 -0.35  0.437
H 3.14 0.33 1.26  0.224
H 0.30 0.10 2.10  0.430
H 1.72 0.29 3.05  0.438
C -2.63 -1.13 -1.60  -0.614
C -2.96 -0.33 -0.32  -0.408
C -1.71 0.27 0.31  -0.619
H -2.08 -0.50 -2.37  0.201
H -3.54 -1.62 -2.03  0.239
H -1.93 -1.96 -1.35  0.200
H -3.41 -1.01 0.43  0.211
H -3.73 0.48 -0.48  0.222
H -1.87 0.84 1.28  0.222
H -0.96 -0.51 0.55  0.160
H -1.29 0.99 -0.41  0.200

Kohn-Sham gap in eV: 11.363
Total charge: +1
HOMO level in eV: -14.6
E in Ha: -308.7757
Relative energy (zero: lowest compared OMol25 entry of this formula, charge and spin) in kJ/mol: 44.4
2S+1: 1